Entry 1:
Entry from OMol25: a molecular structure, C5H9NS at a distorted geometry (ωB97M-V with the def2-TZVPD basis set).

```
16
Properties=species:S:1:pos:R:3
C -0.9280 -0.6588 0.0656
C 0.0990 -0.3334 -0.9891
C 0.4984 1.1054 -0.7608
C 0.2279 -0.1526 0.9825
C 0.9510 -0.9565 0.0202
H -2.3898 1.2824 0.4869
H -1.0768 -1.8288 -0.0868
H 0.0145 -0.7369 -1.9306
H -0.3251 1.6717 -1.1960
H 1.6378 1.2771 -0.9443
H 0.8016 1.5770 1.3491
H 0.0751 -0.3588 2.0968
H 0.8725 -2.1755 0.2903
H 2.0777 -0.8303 0.0652
N 0.0918 1.0955 0.6068
S -2.6277 0.0225 -0.0558
```

Computed properties:
* energy: -17651.6821 eV
* lowest unoccupied orbital energy: 0.0294 Ha
* highest occupied orbital energy: -8.441 eV
* 2S+1: 1
* molecular weight: 115.2 g/mol

Entry 2:
Entry from OMol25: a single C5H9NS molecule at a distorted geometry (ωB97M-V with the def2-TZVPD basis set).

```
16
Properties=species:S:1:pos:R:3
C -1.0674 -0.6954 -0.0004
C 0.2562 -0.3803 -1.0209
C 0.5129 0.9978 -0.7504
C -0.0400 -0.1939 1.0996
C 1.0074 -0.9980 0.1560
H -2.3123 1.3112 0.2606
H -1.3704 -1.8423 0.2617
H 0.4728 -0.5831 -2.1578
H -0.0204 1.5740 -1.3103
H 1.6785 0.9459 -0.8935
H 0.7513 1.5960 1.3130
H -0.2823 -0.1543 2.2749
H 1.0940 -2.1235 0.3052
H 2.0189 -0.7586 0.0215
N 0.1391 1.2727 0.5747
S -2.8383 0.0318 -0.1338
```

Computed properties:
* energy: -17651.9316 eV
* lowest unoccupied orbital energy: 0.0335 Ha
* highest occupied orbital energy: -8.600 eV
* 2S+1: 1
* SMILES: S[C@H]1[C@H]2CN[C@@H]1C2
* molecular weight: 115.2 g/mol

Entry 3:
Entry from OMol25: 2 unconnected molecules or ions with the total composition C5H9NS at a distorted geometry (ωB97M-V with the def2-TZVPD basis set).

```
16
Properties=species:S:1:pos:R:3
C 1.3065 1.1391 1.7517
C 0.0196 1.2853 1.4214
C 0.2390 -1.8035 0.0751
C -0.0520 -0.0244 -1.7860
C -0.5991 -0.8014 -0.8704
N -0.9816 1.1745 0.7137
S -1.9194 2.3964 -0.0554
H 2.1017 0.8872 1.0925
H 0.7360 -2.6514 -0.3400
H 0.9574 -1.2323 0.6178
H -0.4432 -2.2409 0.8457
H -0.4944 0.4383 -2.5992
H 1.0269 -0.2359 -1.9145
H 1.7384 0.9186 2.7416
H -1.6248 -0.7421 -0.6089
H -2.0109 1.4924 -1.0853
```

Computed properties:
* energy: -17652.0548 eV
* lowest unoccupied orbital energy: 0.0232 Ha
* highest occupied orbital energy: -8.590 eV
* 2S+1: 1
* SMILES: C=C=NS.C=CC
* molecular weight: 115.2 g/mol

Entry 4:
Entry from OMol25: a molecular structure, C5H9NS at a distorted geometry (ωB97M-V with the def2-TZVPD basis set).

```
16
Properties=species:S:1:pos:R:3
C -2.0515 0.8335 -0.7876
C -0.9335 0.0710 -0.2411
C 1.2462 -1.1871 -0.3812
C 1.0813 1.0355 0.7906
C 0.5439 0.1741 -0.3563
N -1.6722 -0.6910 0.6651
S -3.2075 -0.1111 0.1296
H -2.1792 1.6879 -1.4061
H 1.2729 -1.6413 0.6090
H 2.2735 -1.0547 -0.7153
H 0.7434 -1.8699 -1.0642
H 0.6454 2.0294 0.7504
H 2.1644 1.1282 0.7217
H 0.8216 0.5805 1.7455
H 0.7579 0.6865 -1.3005
H -1.5066 -1.6717 0.8405
```

Computed properties:
* energy: -17651.3195 eV
* lowest unoccupied orbital energy (spin up / spin down): 0.0339 / -0.0610 Ha
* highest occupied orbital energy (spin up / spin down): -4.694 / -8.709 eV
* 2S+1: 3
* molecular weight: 115.2 g/mol

Entry 5:
Entry from OMol25: a single C5H9NS2 molecule at a distorted geometry (ωB97M-V with the def2-TZVPD basis set).

```
17
Properties=species:S:1:pos:R:3
C 1.7406 -2.0767 0.0979
C 0.4037 -1.2512 0.3849
C -0.4029 2.0275 0.2336
C 0.8145 2.3420 -0.6259
C -2.4892 0.3935 0.1799
H 2.3946 -2.5578 0.9357
H 1.2753 -3.0046 -0.4146
H 2.3617 -1.4693 -0.8521
H 0.6368 -0.4621 1.1185
H -0.5220 -1.9415 0.6445
H -0.8957 2.5912 1.2302
H 1.3310 3.3441 -0.4098
H 0.9828 1.5887 -1.7085
H -3.0504 1.1972 0.5202
N -1.0670 0.7433 0.0206
S -0.3018 -0.5412 -0.9898
S -3.2121 -0.9231 -0.3653
```

Computed properties:
* energy: -28485.7004 eV
* lowest unoccupied orbital energy: -0.0028 Ha
* highest occupied orbital energy: -7.972 eV
* 2S+1: 1
* SMILES: C=CN(C=S)SCC
* molecular weight: 147.3 g/mol

Entry 6:
Entry from OMol25: a single C5H9NS2 molecule at a distorted geometry (ωB97M-V with the def2-TZVPD basis set).

```
17
Properties=species:S:1:pos:R:3
C -2.4387 -0.2516 0.2689
C -1.2764 -0.6432 -0.6510
C -0.0079 -1.3650 -0.0590
C 0.5623 1.0776 -0.0831
C 1.9522 1.0238 0.5370
H -2.5791 0.9307 0.1549
H -3.4098 -0.9989 -0.1704
H -2.1455 -0.6838 1.3853
H -1.4948 -1.0054 -1.6779
H 0.6617 -2.1941 -0.3886
H 0.1156 -1.3514 1.0991
H 2.4400 2.0195 0.3941
H 1.6774 0.8241 1.7258
H 3.0848 0.3135 -1.4553
N 0.0215 0.0091 -0.4971
S -0.0492 2.6426 -0.3298
S 2.8860 -0.3474 -0.2529
```

Computed properties:
* energy: -28487.9107 eV
* lowest unoccupied orbital energy: 0.0219 Ha
* highest occupied orbital energy: -8.056 eV
* 2S+1: 1
* SMILES: C[C@@H]1CN1C(=S)CS
* molecular weight: 147.3 g/mol

Entry 7:
Entry from OMol25: 2 unconnected molecules or ions with the total composition C5H9NS2 at a distorted geometry (ωB97M-V with the def2-TZVPD basis set).

```
17
Properties=species:S:1:pos:R:3
C 0.9988 0.9558 2.9466
C 1.0870 0.9533 1.7379
C -0.4940 -1.1719 0.3209
C -0.1116 -1.2819 -1.9925
C 0.4749 2.0995 -0.7041
N -1.0172 -1.4698 -0.8281
S -1.5268 -1.7825 1.6664
S 1.7273 1.2939 0.2495
H 0.6443 0.9847 3.9327
H -0.9762 -1.4403 2.8291
H -0.5855 -0.4732 -2.5850
H 0.8156 -1.0397 -1.4096
H -0.0152 -2.3044 -2.4629
H -0.4076 1.4784 -0.7681
H 1.1525 2.0728 -1.6743
H 0.1662 2.9476 -0.2177
H -1.9325 -1.8225 -1.0410
```

Computed properties:
* energy: -28486.2941 eV
* lowest unoccupied orbital energy: 0.0274 Ha
* highest occupied orbital energy: -8.005 eV
* 2S+1: 1
* molecular weight: 147.3 g/mol

Entry 8:
Entry from OMol25: 2 unconnected molecules or ions with the total composition C5H9NS2 at a distorted geometry (ωB97M-V with the def2-TZVPD basis set).

```
17
Properties=species:S:1:pos:R:3
C 0.8861 0.2135 1.6849
C -0.0451 1.3727 -0.9350
C 0.5038 -0.8415 1.0531
C -1.1758 0.5863 -1.5539
C -0.6270 -1.7505 1.5054
N 1.2005 1.1364 -1.2455
S 1.4910 1.4510 2.4537
S 1.8683 -0.0562 -2.1098
H -0.3244 2.1623 -0.2314
H 1.0316 -1.3462 0.2750
H -0.9149 -0.4106 -1.8272
H -1.3308 1.2759 -2.4100
H -1.9813 0.4868 -0.9759
H -1.0418 -1.3631 2.4672
H -0.1224 -2.6391 1.8924
H -1.4178 -1.7899 0.6629
H 2.0001 1.5122 -0.7061
```

Computed properties:
* energy: -28487.9808 eV
* lowest unoccupied orbital energy: -0.0144 Ha
* highest occupied orbital energy: -7.768 eV
* 2S+1: 1
* SMILES: C/C=[NH+]\[S-].CC=C=S
* molecular weight: 147.3 g/mol

Entry 9:
Entry from OMol25: 2 unconnected molecules or ions with the total composition C5H9NSi at a distorted geometry (ωB97M-V with the def2-TZVPD basis set).

```
16
Properties=species:S:1:pos:R:3
C -2.8736 -0.1169 0.2840
C 0.6897 2.4280 0.2075
C 0.5620 1.4952 -0.7161
C 0.9395 -0.8693 1.4600
C -0.1697 -1.7034 -1.3470
N -4.0225 -0.3305 0.1759
Si 0.1755 -0.3030 -0.1650
H 0.9198 3.4722 -0.0232
H 0.4700 2.3739 1.2636
H 0.5174 2.0114 -1.6976
H 1.7825 -0.1499 1.6589
H 0.2198 -0.6145 2.1981
H 1.3954 -1.8184 1.5128
H -0.8777 -1.4196 -2.0367
H 0.8029 -1.8447 -1.8720
H -0.5310 -2.6105 -0.9033
```

Computed properties:
* energy: -14694.9900 eV
* lowest unoccupied orbital energy: -0.0425 Ha
* highest occupied orbital energy: -9.272 eV
* 2S+1: 1
* molecular weight: 111.2 g/mol

Entry 10:
Entry from OMol25: a molecular structure, C5H9NSi at a distorted geometry (ωB97M-V with the def2-TZVPD basis set).

```
16
Properties=species:S:1:pos:R:3
C -1.2934 -0.8678 0.0467
C 0.8918 -0.2049 0.0357
C -2.3000 -1.7110 -0.0799
C 0.5443 1.2515 -0.2094
C 2.3451 -0.5525 0.1460
N 0.0354 -1.1393 0.1095
Si -1.2976 1.5887 0.1242
H -3.3191 -1.3644 -0.1144
H -2.1565 -2.7840 -0.1542
H 1.2166 1.8765 0.3795
H 0.7619 1.4438 -1.2625
H 2.6604 -1.0510 -0.7701
H 2.5056 -1.2493 0.9661
H 2.9522 0.3380 0.2972
H -1.9750 2.2861 -0.9652
H -1.5716 2.1396 1.4507
```

Computed properties:
* energy: -14696.1727 eV
* lowest unoccupied orbital energy: 0.0257 Ha
* highest occupied orbital energy: -8.252 eV
* 2S+1: 1
* molecular weight: 111.2 g/mol

Entry 11:
Entry from OMol25: a molecular structure, C5H9O at a distorted geometry (ωB97M-V with the def2-TZVPD basis set).

```
15
Properties=species:S:1:pos:R:3
C -0.4968 1.4650 -0.7443
O -0.3052 1.7557 -2.4401
C 0.1495 0.1614 -0.3601
C -0.5540 -0.4135 0.8660
C -0.1034 -1.5288 1.5433
C 1.2636 -1.8714 1.6090
H -1.5817 1.4552 -0.7082
H 0.3109 1.9468 -1.6164
H 0.1363 -0.5012 -1.2482
H 1.2163 0.2195 -0.0785
H -1.6398 -0.2408 0.7434
H -0.1432 2.2582 0.0060
H -0.7875 -2.1512 2.1187
H 1.9675 -1.3273 1.0056
H 1.5025 -2.5792 2.3716
```

Computed properties:
* energy: -7372.7948 eV
* lowest unoccupied orbital energy (spin up / spin down): 0.0355 / -0.0249 Ha
* highest occupied orbital energy (spin up / spin down): -8.156 / -10.375 eV
* 2S+1: 2
* molecular weight: 85.1 g/mol

Entry 12:
Entry from OMol25: a gas-phase ion, C5H9O (charge +1) at a distorted geometry (ωB97M-V with the def2-TZVPD basis set).

```
15
Properties=species:S:1:pos:R:3
C 1.7032 -0.4464 0.3175
C 0.4112 0.3076 -0.2305
C -1.9008 0.2599 -0.3523
C 3.0058 -0.0205 -0.0551
C -3.1221 -0.3955 0.1812
O -0.7723 -0.1538 0.1112
H 1.5479 -1.0852 1.2377
H 0.6403 1.1327 -0.9459
H -1.7624 1.1136 -0.9457
H 2.9165 0.7963 -0.7973
H 3.5317 0.3968 0.8608
H 3.8126 -0.7902 -0.4282
H -4.0112 -0.2486 -0.4015
H -3.0581 -1.5012 0.4826
H -3.2474 0.2037 1.1151
```

Computed properties:
* energy: -7367.4221 eV
* lowest unoccupied orbital energy (spin up / spin down): -0.2140 / -0.2142 Ha
* highest occupied orbital energy (spin up / spin down): -13.165 / -13.164 eV
* 2S+1: 1
* net charge: +1
* molecular weight: 85.1 g/mol

Please write out number 8 again, unchanged.
Entry from OMol25: 2 unconnected molecules or ions with the total composition C5H9NS2 at a distorted geometry (ωB97M-V with the def2-TZVPD basis set).

```
17
Properties=species:S:1:pos:R:3
C 0.8861 0.2135 1.6849
C -0.0451 1.3727 -0.9350
C 0.5038 -0.8415 1.0531
C -1.1758 0.5863 -1.5539
C -0.6270 -1.7505 1.5054
N 1.2005 1.1364 -1.2455
S 1.4910 1.4510 2.4537
S 1.8683 -0.0562 -2.1098
H -0.3244 2.1623 -0.2314
H 1.0316 -1.3462 0.2750
H -0.9149 -0.4106 -1.8272
H -1.3308 1.2759 -2.4100
H -1.9813 0.4868 -0.9759
H -1.0418 -1.3631 2.4672
H -0.1224 -2.6391 1.8924
H -1.4178 -1.7899 0.6629
H 2.0001 1.5122 -0.7061
```

Computed properties:
* energy: -28487.9808 eV
* lowest unoccupied orbital energy: -0.0144 Ha
* highest occupied orbital energy: -7.768 eV
* 2S+1: 1
* SMILES: C/C=[NH+]\[S-].CC=C=S
* molecular weight: 147.3 g/mol

Look up the molecular weight of the eighth one.
147.3 g/mol

What is the formula in the fourth record?
C5H9NS